## 1
ORCA calculation (wB97M-V/def2-TZVPD) on a gas-phase ion, C2H3O3Si (charge -1).

```
! RIJCOSX wB97M-V def2-TZVPD def2/J DEFGRID3
* xyz -1 1
O 3.3297 0.6677 -0.1480
C 2.2635 0.0671 -0.1983
C 1.1777 -0.4045 0.3838
O 0.8868 -1.6206 0.4731
O 0.0122 0.4734 0.3274
Si -1.5242 0.2354 -0.0944
H -2.4087 -0.9396 0.3965
H -1.7149 0.0237 -1.3961
H -2.0220 1.4974 0.2560
*
```

Summary:
- HOMO-LUMO gap (eV) = 5.9

---

## 2
ORCA calculation (wB97M-V/def2-TZVPD) on a gas-phase ion, C2H3O3Si (charge -1).

```
! RIJCOSX wB97M-V def2-TZVPD def2/J DEFGRID3
* xyz -1 1
O 2.5805 0.8207 -0.0459
C 1.3649 0.6896 0.0627
O 0.5586 1.6352 0.1728
C 0.7727 -0.7103 0.0065
O 1.3600 -1.7380 0.1263
Si -1.3398 -0.1344 -0.0196
H -1.7367 0.1819 1.3264
H -2.1440 -1.3572 -0.4334
H -1.4162 0.6125 -1.1958
*
```

Summary:
- HOMO-LUMO gap (eV) = 7.8

---

2 is favored, and the nearest alternative lies 0.0467 hartree above it.

---

## 1
ORCA calculation (wB97M-V/def2-TZVPD) on a molecular structure, C14H20N2O4S.

```
! RIJCOSX wB97M-V def2-TZVPD def2/J DEFGRID3
* xyz 0 1
C 3.3741 -2.5397 -4.5902
C 2.3968 -1.4287 -5.2162
H 2.8695 -0.7068 -5.7748
H 1.7463 -1.9517 -5.9919
O 1.7447 -0.5249 -4.4386
C 0.6699 -1.3733 -3.9549
O 0.3925 -2.5508 -4.2871
N -0.1926 -0.4919 -3.1313
C 0.3525 0.6890 -2.5746
H 1.2723 1.0322 -3.0474
H -0.5393 1.2645 -2.5535
C 0.7297 0.3823 -1.1787
N -0.2015 0.0495 -0.3299
S -0.2936 -0.0657 1.3971
O 1.0844 0.3373 1.7166
O -0.8553 -1.1967 1.9339
C -1.0338 1.5896 1.6754
C -1.0539 1.7692 3.0758
C -0.2888 2.6521 3.6698
C -0.0439 2.6942 4.9937
C -1.0033 2.2790 5.7391
C -1.9591 1.2022 5.2484
C -2.1291 1.1074 3.9417
H -2.7740 0.3860 3.5331
H -2.9399 1.0431 5.8396
H -0.9590 2.4021 6.9563
H 0.8765 3.5431 5.3955
H 0.4176 3.0349 2.9618
H -0.6032 2.2042 0.9922
H -2.1283 1.2921 1.3086
C -0.9043 -1.4010 -0.8787
H -1.6390 -1.6241 -0.3233
C -1.2567 -1.1686 -2.2732
H -1.4051 -2.0048 -2.8113
H -1.9945 -0.4212 -2.3529
H -0.1651 -2.2728 -0.8023
H 1.0629 1.4485 -0.5977
H 1.7716 -0.5451 -0.9094
H 2.7313 -3.2773 -4.1589
H 3.9221 -3.1675 -5.4883
H 4.1138 -2.0441 -3.8159
*
```

Summary:
- HOMO-LUMO gap (eV) = 9.6

---

## 2
ORCA calculation (wB97M-V/def2-TZVPD) on C14H20N2O4S in the gas phase.

```
! RIJCOSX wB97M-V def2-TZVPD def2/J DEFGRID3
* xyz 0 1
C 3.5781 0.2550 2.1162
N 4.2081 0.4771 0.8399
C 5.1126 -0.5552 0.4024
S 3.1903 1.0595 -0.3502
O 3.9878 1.3145 -1.5110
O 2.4315 2.1329 0.2225
C 2.0643 -0.2956 -0.6963
C 2.4034 -1.2606 -1.6252
C 1.5504 -2.3365 -1.8188
C 0.3754 -2.4252 -1.0923
C 0.0249 -1.4348 -0.1778
C -1.2750 -1.5806 0.5538
O -1.7485 -2.6671 0.8159
N -1.8486 -0.4079 0.9083
C -3.1996 -0.3410 1.4045
C -4.0879 0.5056 0.4814
C -3.6641 1.9915 0.4003
C -3.1730 2.1560 -1.0405
C -3.9448 1.0454 -1.7531
O -4.0036 -0.0220 -0.8334
C 0.8924 -0.3672 0.0287
H 4.3405 0.2373 2.8953
H 3.0159 -0.6880 2.1457
H 2.9044 1.0892 2.2936
H 5.4648 -0.2776 -0.5876
H 5.9609 -0.6036 1.0855
H 4.6303 -1.5408 0.3616
H 3.3164 -1.1480 -2.1880
H 1.8019 -3.1029 -2.5359
H -0.2984 -3.2584 -1.2236
H -1.4566 0.4488 0.5507
H -3.5709 -1.3681 1.4360
H -3.2185 0.0817 2.4151
H -5.1246 0.4242 0.8423
H -4.5250 2.6342 0.5826
H -2.8986 2.2361 1.1346
H -2.0996 1.9757 -1.1166
H -3.3898 3.1390 -1.4512
H -4.9608 1.3854 -2.0041
H -3.4578 0.6775 -2.6567
H 0.6916 0.4146 0.7450
*
```

Summary:
- HOMO-LUMO gap (eV) = 10.1

---

2 is favored, and the nearest alternative lies 0.3638 hartree above it.